## i
Molecular formula: C2H2INO2
Method: DFT, ωB97M-V/def2-TZVPD

Each line ends with the natural charge from an NBO analysis.
Geometry (Å):
C (1.34640, 0.61974, 0.31618)  0.556
C (1.76188, 1.66643, 1.33187)  0.393
N (1.12636, 1.15325, -0.88356)  -0.795
O (1.22199, -0.47733, 0.71204)  -0.520
O (2.67035, 1.60227, 2.07993)  -0.444
I (0.39052, 3.34747, 1.59363)  -0.015
H (1.56684, 2.03062, -0.88624)  0.399
H (0.84207, 0.62097, -1.70636)  0.425

Calculated values
- Lowest unoccupied orbital energy: -0.0034 Eh
- SMILES: NC(=O)C(=O)I

## ii
Molecular formula: C2H2INO2
Method: DFT, ωB97M-V/def2-TZVPD

Each line ends with the natural charge from an NBO analysis.
Geometry (Å):
C (-1.12222, 0.92315, 0.34032)  -0.484
C (-0.29501, 0.01258, -0.05436)  0.314
N (0.41973, -1.16285, -0.34556)  0.412
O (0.73230, -1.54925, -1.44211)  -0.325
O (0.63369, -1.82722, 0.64587)  -0.333
I (2.64336, 0.97593, -0.51719)  -0.160
H (-0.80115, 1.96022, 0.68952)  0.301
H (-2.21070, 0.66744, 0.68352)  0.275

Calculated values
- Lowest unoccupied orbital energy (alpha / beta): -0.1316 / -0.1319 Eh

## iii
Molecular formula: C2H2INO2
Method: DFT, ωB97M-V/def2-TZVPD

Each line ends with the natural charge from an NBO analysis.
Geometry (Å):
C (1.29993, 0.41087, -0.48148)  -0.458
C (0.12880, -0.02744, -0.13569)  0.336
N (-1.22013, 0.01718, -0.07693)  0.383
O (-1.89419, -0.76971, -0.72017)  -0.326
O (-1.63336, 1.03869, 0.45395)  -0.330
I (-0.25950, -2.04696, 2.08965)  -0.133
H (2.26352, 0.12435, -0.05614)  0.279
H (1.31493, 1.25302, -1.07319)  0.248

Calculated values
- Lowest unoccupied orbital energy (alpha / beta): -0.1251 / -0.1251 Eh

Quick one: most stable of them? i

## i
Molecular formula: C2H2INO2
Method: DFT, ωB97M-V/def2-TZVPD

Each line ends with the natural charge from an NBO analysis.
Geometry (Å):
C (-0.60700, -0.82567, 0.43308)  -0.125
C (-0.22637, 0.24263, 0.94662)  -0.374
N (0.83950, 0.03634, -1.66943)  0.546
O (1.09220, 1.16912, -1.56413)  -0.269
O (0.93355, -0.84664, -2.45695)  -0.272
I (-1.18596, 0.76739, 2.98146)  -0.020
H (-1.30400, -1.65442, 0.43469)  0.240
H (0.45808, 1.11126, 0.89466)  0.274

Calculated values
- Lowest unoccupied orbital energy (alpha / beta): -0.0660 / -0.0465 Eh

## ii
Molecular formula: C2H2INO2
Method: DFT, ωB97M-V/def2-TZVPD

Each line ends with the natural charge from an NBO analysis.
Geometry (Å):
C (-1.70524, -0.92479, 1.07000)  -0.123
C (-1.22300, -0.22905, 0.19116)  0.049
N (-0.77368, 0.34555, -1.00447)  0.499
O (0.10255, -0.14533, -1.63295)  -0.331
O (-1.28986, 1.39207, -1.20967)  -0.329
I (3.69777, 0.36444, 1.11931)  -0.113
H (3.32035, 0.42311, -0.48082)  0.113
H (-2.12889, -1.22600, 1.94744)  0.235

Calculated values
- Lowest unoccupied orbital energy: -0.0296 Eh
- SMILES: C#C[N+](=O)[O-].I

Quick one: most stable of them? ii

## i
Molecular formula: C5H14N2S
Method: DFT, ωB97M-V/def2-TZVPD

Each line ends with the natural charge from an NBO analysis.
Geometry (Å):
C (-0.56379, 1.14912, -0.13287)  -0.254
N (-1.50286, 0.15704, -0.62043)  -0.635
C (-1.06236, -0.71699, -1.68384)  -0.234
C (-0.30258, -1.91658, -1.23173)  -0.570
S (-0.88391, -3.47707, -1.96299)  -0.049
C (-0.47097, 1.03210, 1.38815)  -0.249
N (0.78913, 1.59028, 2.08140)  -0.606
C (2.09518, 0.95065, 1.65969)  -0.443
H (-0.96682, 2.16118, -0.43870)  0.181
H (0.34478, 1.04481, -0.70636)  0.197
H (-2.39984, 0.32766, -0.50334)  0.368
H (-2.01988, -0.95033, -2.21840)  0.212
H (-0.39385, -0.16535, -2.37167)  0.183
H (-0.02936, -1.87962, -0.11637)  0.233
H (0.82073, -1.66398, -1.41432)  0.216
H (0.10802, -4.39520, -2.01618)  0.140
H (-0.51356, 0.02174, 1.86538)  0.201
H (-1.25011, 1.61638, 1.94961)  0.203
H (0.78516, 2.52267, 1.57614)  0.327
H (2.88636, 1.48725, 2.32077)  0.203
H (2.42320, 1.17689, 0.57464)  0.175
H (2.10732, -0.07267, 2.00143)  0.200

Calculated values
- Lowest unoccupied orbital energy: 0.0314 Eh
- SMILES: CNCCNCCS

## ii
Molecular formula: C5H14N2S
Method: DFT, ωB97M-V/def2-TZVPD

Each line ends with the natural charge from an NBO analysis.
Geometry (Å):
C (-0.04761, -0.47999, -1.10864)  -0.211
N (1.22482, -1.28088, -1.02037)  -0.669
C (2.31093, -1.19180, -2.06909)  -0.020
N (3.42830, -2.00505, -1.68786)  -0.874
C (-0.88124, -0.67529, 0.11405)  -0.438
C (-0.38480, 0.25013, 1.23829)  -0.416
C (-0.75126, 1.68100, 1.37674)  -0.494
S (-2.59693, 1.85817, 1.54462)  -0.080
H (0.29846, 0.57417, -1.24004)  0.162
H (-0.52038, -0.79828, -2.01994)  0.197
H (1.58667, -1.38552, -0.07313)  0.367
H (2.61373, -0.10832, -2.40933)  0.147
H (1.89643, -1.48222, -3.12022)  0.134
H (4.27508, -1.95179, -2.35822)  0.377
H (3.27944, -2.92835, -1.34796)  0.378
H (-0.87590, -1.78034, 0.32407)  0.226
H (-1.97654, -0.39469, 0.05953)  0.230
H (-0.50564, -0.34662, 2.23278)  0.208
H (0.71812, 0.27068, 1.18654)  0.200
H (-0.44472, 2.29700, 0.53343)  0.220
H (-0.23265, 2.02096, 2.28395)  0.231
H (-2.60917, 1.77986, 2.88407)  0.125

Calculated values
- Lowest unoccupied orbital energy: 0.0341 Eh
- SMILES: NCNCCCCS

Quick one: most stable of them? ii

## i
Molecular formula: C4H10N2O
Method: DFT, ωB97M-V/def2-TZVPD

Each line ends with the natural charge from an NBO analysis.
Geometry (Å):
C (0.10553, 1.93059, 0.29355)  -0.641
C (-0.47610, 0.50723, 0.05389)  -0.025
C (0.08246, -0.22986, -1.18094)  -0.722
N (-0.21021, -0.19476, 1.38100)  -0.717
C (1.06209, -0.37826, 1.90841)  0.596
N (-2.05648, -1.33745, -2.58416)  -1.457
O (2.11080, -0.28316, 1.36029)  -0.541
H (0.14085, 2.75171, -0.42101)  0.211
H (1.08392, 1.61561, 0.63984)  0.214
H (-0.53662, 2.39379, 1.05491)  0.196
H (-1.56260, 0.39176, 0.03634)  0.201
H (0.52661, 0.58543, -1.74624)  0.179
H (0.80556, -0.99076, -0.88369)  0.184
H (-0.81302, -0.72799, -1.69650)  0.349
H (-0.62273, -1.12004, 1.29723)  0.401
H (-1.77394, -1.63624, -3.51876)  0.287
H (-3.00324, -1.70716, -2.48388)  0.284

Calculated values
- Total charge: -1
- Lowest unoccupied orbital energy (alpha / beta): 0.1418 / 0.1087 Eh
- Multiplicity: 2

## ii
Molecular formula: C4H10N2O
Method: DFT, ωB97M-V/def2-TZVPD

Each line ends with the natural charge from an NBO analysis.
Geometry (Å):
N (-1.72928, -2.68321, -0.14439)  -0.900
C (-0.91281, -1.65739, 0.44140)  -0.480
C (-0.65262, -0.52134, -0.56486)  0.619
N (0.49577, 0.17511, -0.35809)  -0.693
C (0.61661, 1.60553, -0.42712)  -0.301
C (1.54529, 2.14396, 0.65436)  -0.948
O (-1.52793, -0.17549, -1.33691)  -0.662
H (-1.46607, -3.64191, -0.06280)  0.371
H (-2.35877, -2.34160, -0.85140)  0.388
H (0.08137, -2.05536, 0.66725)  0.157
H (-1.36839, -1.10690, 1.27387)  0.186
H (1.29005, -0.39932, -0.09070)  0.331
H (0.88923, 1.98544, -1.42378)  0.168
H (-0.38597, 2.03034, -0.38223)  0.193
H (1.19839, 1.85719, 1.64381)  0.202
H (2.48571, 1.60371, 0.51444)  0.173
H (1.79941, 3.18123, 0.44716)  0.196

Calculated values
- Total charge: -1
- Lowest unoccupied orbital energy (alpha / beta): 0.1508 / 0.1528 Eh
- Multiplicity: 2

Quick one: most stable of them? ii

## i
Molecular formula: C3H10Cl3NSi2
Method: DFT, ωB97M-V/def2-TZVPD

Each line ends with the natural charge from an NBO analysis.
Geometry (Å):
C (1.17080, 0.65405, 0.26607)  -1.117
C (-0.61677, 0.12522, -2.25857)  -1.106
C (-1.82461, 1.62767, 0.23123)  -1.121
N (-0.97670, -1.30604, 0.21275)  -1.043
Si (3.19421, -1.43092, 2.65893)  0.902
Si (-0.58807, 0.30306, -0.36593)  1.744
Cl (-1.42034, -1.53966, 1.86919)  0.089
Cl (4.33053, -1.78395, 0.97221)  -0.461
Cl (1.76589, -2.88063, 2.45890)  -0.441
H (1.84737, -0.14306, -0.02852)  0.240
H (1.56289, 1.57950, -0.14175)  0.238
H (1.20443, 0.72847, 1.34897)  0.233
H (0.10654, -0.61086, -2.59386)  0.242
H (-1.59268, -0.17662, -2.62395)  0.237
H (-0.36671, 1.06905, -2.73046)  0.242
H (-2.25667, 2.17888, -0.59777)  0.239
H (-2.64390, 1.17781, 0.78529)  0.248
H (-1.34952, 2.35164, 0.88566)  0.240
H (-1.54669, -1.92360, -0.34838)  0.395

Calculated values
- Lowest unoccupied orbital energy: -0.0221 Eh

## ii
Molecular formula: C3H10Cl3NSi2
Method: DFT, ωB97M-V/def2-TZVPD

Each line ends with the natural charge from an NBO analysis.
Geometry (Å):
C (1.59701, -0.70376, -1.50808)  -1.105
C (0.43059, -1.36425, 1.16034)  -1.191
C (1.11992, 1.66495, 0.65899)  -1.103
N (-1.10384, 0.50251, -0.63692)  -1.543
Si (0.51611, -0.03953, -0.09519)  1.805
Si (-2.75724, 0.19556, -0.06605)  1.573
Cl (-3.03438, 1.12538, 1.79674)  -0.371
Cl (-2.98863, -1.75678, 0.04344)  -0.338
Cl (-4.04977, 0.91267, -1.37989)  -0.336
H (2.56254, -0.40001, -1.27785)  0.231
H (1.52443, -1.72887, -1.53872)  0.233
H (1.30601, -0.43182, -2.61924)  0.243
H (0.50325, -0.94177, 2.21595)  0.259
H (-0.19223, -2.23491, 0.94171)  0.268
H (1.43570, -1.87666, 1.14162)  0.250
H (0.96839, 1.53621, 1.73971)  0.233
H (2.26708, 1.68331, 0.43273)  0.218
H (0.74964, 2.66046, 0.37212)  0.247
H (-0.85456, 1.19730, -1.38140)  0.426

Calculated values
- Lowest unoccupied orbital energy: 0.0190 Eh
- SMILES: C[Si](C)(C)N[Si](Cl)(Cl)Cl

Quick one: most stable of them? ii

## i
Molecular formula: C20H17BrN3O6SSr
Method: DFT, ωB97M-V/def2-TZVPD

Each line ends with the natural charge from an NBO analysis.
Geometry (Å):
Sr (0.13594, -1.06228, -1.43751)  1.810
Br (-1.33594, -4.68045, -1.71742)  0.055
C (-2.74322, -3.41339, -1.60150)  0.167
C (-4.05696, -3.84293, -1.65299)  -0.291
C (-5.04171, -2.87673, -1.51231)  -0.158
C (-4.67920, -1.55508, -1.32196)  -0.229
C (-3.33184, -1.23001, -1.31624)  0.131
N (-2.37696, -2.15665, -1.46077)  -0.502
C (-2.85688, 0.21304, -1.12523)  0.744
O (-3.60545, 0.95739, -0.49469)  -0.684
O (-1.72400, 0.46167, -1.63391)  -0.853
H (-4.29120, -4.88802, -1.78899)  0.227
H (-6.08561, -3.16349, -1.54193)  0.212
H (-5.40181, -0.76677, -1.17085)  0.243
C (-1.39608, 4.47020, 3.62681)  -0.626
C (-0.81999, 3.16423, 3.14629)  -0.011
C (-0.01138, 2.39202, 3.97063)  -0.222
C (0.49967, 1.17620, 3.53505)  -0.212
C (0.20550, 0.73867, 2.25538)  -0.278
C (-0.60474, 1.49822, 1.41635)  -0.188
C (-1.11490, 2.70068, 1.86524)  -0.201
S (0.83258, -0.81765, 1.67725)  2.314
O (1.42811, -1.46650, 2.81955)  -0.970
O (-0.28870, -1.51236, 1.04020)  -1.045
N (1.78988, -0.53423, 0.45537)  -1.058
C (2.87534, 0.30715, 0.50523)  0.371
C (3.53642, 0.70187, 1.68716)  -0.309
C (4.60351, 1.56529, 1.59846)  -0.161
C (5.02240, 2.01651, 0.34965)  -0.321
C (4.32884, 1.55760, -0.75568)  0.052
N (3.28591, 0.73584, -0.69585)  -0.467
H (-0.99459, 4.74620, 4.60155)  0.206
H (-2.48234, 4.40256, 3.71182)  0.220
H (-1.17253, 5.27357, 2.92324)  0.217
H (0.21681, 2.73966, 4.97179)  0.201
H (1.11263, 0.56144, 4.17994)  0.236
H (-0.86655, 1.13652, 0.43041)  0.242
H (-1.76780, 3.26884, 1.21371)  0.224
H (3.20419, 0.29901, 2.63364)  0.228
H (5.11855, 1.88300, 2.49757)  0.204
H (5.85787, 2.69336, 0.23722)  0.207
H (4.61711, 1.87004, -1.75469)  0.186
C (1.85679, -3.26980, -5.29490)  -0.288
O (1.64491, -1.85054, -5.27338)  -0.579
C (0.79885, -1.34877, -4.31876)  0.327
O (0.32194, -2.22200, -3.54776)  -0.897
H (2.51155, -3.45624, -6.14416)  0.171
H (0.91626, -3.80744, -5.41588)  0.180
H (2.32881, -3.60946, -4.37216)  0.175

Calculated values
- Total charge: -1
- Lowest unoccupied orbital energy: 0.0921 Eh

## ii
Molecular formula: C20H17BrN3O6SSr
Method: DFT, ωB97M-V/def2-TZVPD

Each line ends with the natural charge from an NBO analysis.
Geometry (Å):
Sr (-0.52640, -0.59942, 0.20405)  1.749
Br (-2.71300, -4.02505, -0.66569)  0.058
C (-3.81794, -2.48359, -0.67954)  0.163
C (-5.12339, -2.58356, -1.13143)  -0.289
C (-5.90351, -1.43859, -1.06529)  -0.162
C (-5.35213, -0.26949, -0.56776)  -0.231
C (-4.01972, -0.27362, -0.18078)  0.118
N (-3.26801, -1.37721, -0.23211)  -0.488
C (-3.32583, 1.01285, 0.30036)  0.757
O (-4.05180, 1.92787, 0.67352)  -0.673
O (-2.06275, 0.96371, 0.23463)  -0.877
H (-5.50031, -3.52033, -1.51296)  0.228
H (-6.93275, -1.46713, -1.40029)  0.212
H (-5.91313, 0.64900, -0.47553)  0.244
C (3.37423, 5.10609, -1.53719)  -0.626
C (3.21771, 3.80392, -0.79956)  -0.016
C (4.11909, 3.43057, 0.19325)  -0.209
C (3.94405, 2.25624, 0.90460)  -0.209
C (2.86547, 1.42780, 0.62752)  -0.226
C (1.96977, 1.78150, -0.36762)  -0.193
C (2.14596, 2.96239, -1.07022)  -0.198
S (2.84348, -0.08733, 1.58630)  2.308
O (3.19988, 0.30780, 2.93277)  -0.979
O (3.76019, -0.99355, 0.93193)  -0.962
N (1.33302, -0.61282, 1.47916)  -1.073
C (0.88864, -1.61165, 2.28513)  0.388
C (1.66329, -2.26249, 3.28326)  -0.287
C (1.07396, -3.19847, 4.09037)  -0.146
C (-0.27473, -3.52649, 3.91714)  -0.328
C (-0.94440, -2.90178, 2.89434)  0.082
N (-0.39480, -1.98859, 2.09122)  -0.621
H (4.37681, 5.51300, -1.41021)  0.209
H (2.66408, 5.84033, -1.15016)  0.219
H (3.17334, 4.98714, -2.60197)  0.217
H (4.96899, 4.06708, 0.40903)  0.203
H (4.63224, 1.97075, 1.68875)  0.237
H (1.12435, 1.16287, -0.61439)  0.196
H (1.43620, 3.22431, -1.84546)  0.219
H (2.70334, -1.99831, 3.38954)  0.242
H (1.65571, -3.68391, 4.86447)  0.208
H (-0.77151, -4.25089, 4.54598)  0.212
H (-1.97976, -3.14506, 2.67881)  0.195
C (0.09748, -0.13064, -4.39922)  -0.285
O (-0.16350, -0.02346, -2.99846)  -0.617
C (-0.36177, -1.23018, -2.29056)  0.229
O (-0.32617, -2.25740, -2.95009)  -0.722
H (-0.02397, 0.86572, -4.82199)  0.167
H (-0.59524, -0.83091, -4.86629)  0.186
H (1.11522, -0.48900, -4.57139)  0.169

Calculated values
- Total charge: -1
- Lowest unoccupied orbital energy: 0.0919 Eh

Quick one: most stable of them? i